No. 1
The following is a DFT calculation (ωB97M-V/def2-TZVPD) of a structure of composition C36H51Br2GeN4OPb.

Highest occupied orbital energy (hartree): -0.60885
ΔE to the lowest compared entry with this formula, charge and spin (kcal per mole): 26.8
Frontier orbital gap (eV): 7.32
LUMO level (eV): -9.25
Net charge: +3

Structure (XYZ):
```
96
Properties=species:S:1:pos:R:3:forces:R:3:lowdin_charge:R:1
Pb -1.182291 0.130228 -1.005256 -0.37 -0.70 -0.07 1.428
C -0.572091 1.542728 6.246144 0.10 -0.08 -0.10 -0.023
C 0.077609 0.298928 5.616544 0.04 -0.03 0.37 -0.556
C -0.591791 -0.963172 6.188444 0.10 0.11 -0.10 -0.023
C 1.561109 0.278928 5.989844 -0.20 0.00 -0.13 -0.047
C -0.160291 0.333028 4.127044 -0.09 0.00 -0.39 -0.117
C -1.466991 0.413728 3.632244 0.15 0.00 -0.10 0.028
C -1.683191 0.441428 2.273344 -0.11 -0.03 0.20 -0.115
N -0.699491 0.402028 1.375444 0.48 0.26 0.08 -0.071
C 0.572109 0.323228 1.809844 -0.40 -0.01 0.50 -0.198
C 0.859409 0.277528 3.171944 -0.12 0.00 -0.14 0.085
C 1.608709 0.280028 0.757244 0.56 -0.02 -0.26 -0.190
C 2.968209 0.354428 1.031244 -0.18 -0.01 -0.10 0.076
C 3.921509 0.319428 0.006944 -0.35 -0.07 -0.28 -0.116
C 3.421009 0.243128 -1.294356 0.06 -0.01 0.21 0.038
C 2.062409 0.163728 -1.499556 0.04 -0.04 -0.05 -0.115
N 1.166909 0.163828 -0.513756 0.15 0.24 0.22 -0.051
C 5.399209 0.321228 0.307944 0.36 0.00 0.16 -0.555
C 5.712709 -0.942072 1.129544 -0.04 0.11 -0.13 -0.022
C 5.766209 1.566228 1.129744 -0.09 -0.08 -0.13 -0.022
C 6.250409 0.304828 -0.963856 -0.16 0.00 0.17 -0.048
H -0.375091 1.548328 7.314044 0.01 0.00 0.12 0.101
H -1.648991 1.553328 6.109944 -0.15 0.02 -0.01 0.082
H -0.158191 2.453328 5.820344 0.04 0.15 -0.02 0.097
H -0.425991 -0.994372 7.261244 0.00 -0.03 0.12 0.101
H -0.163391 -1.862772 5.752044 0.04 -0.13 -0.03 0.093
H -1.664191 -0.968572 6.016044 -0.15 -0.01 -0.01 0.083
H 1.652409 0.273228 7.072844 0.02 0.00 0.06 0.100
H 2.076809 1.164228 5.624244 0.11 0.09 -0.05 0.094
H 2.059409 -0.614572 5.618844 0.10 -0.09 -0.06 0.090
H -2.311691 0.455228 4.298044 -0.12 0.01 0.09 0.125
H -2.682291 0.496728 1.866244 -0.23 0.02 0.02 0.115
H 1.880409 0.192128 3.500144 0.12 0.01 0.03 0.106
H 3.307009 0.445928 2.049544 -0.02 0.01 0.12 0.116
H 4.079809 0.239528 -2.143756 0.08 -0.02 -0.14 0.116
H 1.657709 0.090828 -2.498056 0.01 0.01 -0.20 0.103
H 5.174909 -0.954672 2.073744 -0.06 -0.02 0.14 0.082
H 6.776109 -0.971172 1.349244 0.11 -0.01 0.04 0.101
H 5.457409 -1.838872 0.569244 -0.01 -0.14 -0.04 0.093
H 5.264709 1.585228 2.093144 -0.07 0.02 0.14 0.082
H 5.515709 2.474728 0.587644 -0.01 0.14 -0.04 0.097
H 6.837009 1.566828 1.313144 0.09 0.01 0.04 0.101
H 6.057609 -0.581572 -1.563756 0.01 -0.09 -0.11 0.091
H 7.301709 0.289528 -0.691956 0.09 0.01 0.04 0.100
H 6.080809 1.194128 -1.566056 0.00 0.09 -0.13 0.095
Br -0.925791 1.903728 -7.924556 0.05 -0.18 0.59 0.882
C -0.856891 1.379828 -6.114356 -0.09 -0.06 0.05 -0.630
C -0.853491 0.032328 -5.749956 -0.02 0.36 -0.21 -0.059
C -0.833191 -0.272872 -4.405156 -0.03 -0.05 -0.04 -0.126
N -0.822091 0.638728 -3.435956 0.24 0.53 -0.06 -0.043
C -0.825191 1.939428 -3.769756 -0.06 -0.37 -0.64 -0.219
C -0.845191 2.338528 -5.101556 -0.04 -0.12 -0.14 -0.020
C -0.837091 2.915128 -2.662556 0.06 0.50 0.27 -0.211
C -0.719891 4.275428 -2.905856 0.03 0.13 0.20 -0.021
C -0.722991 5.178128 -1.843556 -0.01 -0.01 0.11 -0.628
Br -0.547491 7.023828 -2.168556 -0.06 -0.57 0.13 0.891
C -0.853591 4.674928 -0.547556 0.06 0.27 -0.36 -0.049
C -0.971691 3.312228 -0.388656 -0.04 0.17 0.13 -0.105
N -0.965991 2.447428 -1.404156 0.01 -0.12 -0.27 -0.020
H -0.885291 -0.740772 -6.499556 0.04 -0.12 -0.05 0.120
H -0.830691 -1.304472 -4.079456 -0.01 -0.15 -0.02 0.109
H -0.876691 3.377028 -5.381056 0.01 0.10 -0.01 0.110
H -0.612591 4.657528 -3.906356 0.03 0.01 -0.07 0.111
H -0.856791 5.331628 0.307244 -0.02 0.03 0.09 0.124
H -1.081591 2.886428 0.596244 0.02 -0.03 0.18 0.109
C -4.438391 2.505728 -2.394356 -0.05 -0.37 0.30 -0.044
C -4.514991 1.729628 -1.082656 -0.07 0.35 -0.07 -0.249
O -3.977591 0.407028 -1.141356 0.14 -0.13 -0.05 -0.336
C -4.755391 -0.510572 -1.908456 -0.02 -0.13 -0.06 -0.254
C -4.343091 -1.935372 -1.564856 -0.01 0.35 0.01 -0.078
H -4.577891 3.563028 -2.185456 -0.01 0.12 -0.04 0.093
H -5.216891 2.198928 -3.086256 -0.04 -0.03 -0.13 0.086
H -3.469191 2.358028 -2.868656 0.07 0.05 -0.06 0.056
H -5.555091 1.685828 -0.739056 0.14 -0.02 0.10 0.133
H -3.914191 2.226728 -0.316956 -0.12 0.04 0.03 0.107
H -4.616191 -0.322372 -2.980656 -0.10 0.03 0.12 0.130
H -5.813991 -0.372072 -1.657256 0.08 0.00 -0.12 0.140
H -3.286491 -2.105672 -1.815556 -0.02 0.00 -0.06 0.011
H -4.955491 -2.630672 -2.133056 -0.01 -0.12 -0.03 0.095
H -4.491391 -2.115172 -0.502456 0.00 -0.07 0.10 0.084
C -1.789691 -4.855272 -2.863056 0.22 0.37 0.72 -0.178
Ge -1.429491 -4.263672 -1.000856 0.47 -0.35 0.15 1.225
C 1.340109 -4.651072 -0.419556 -0.17 -0.10 -0.08 -0.128
C -2.541391 -4.784472 0.557844 0.48 0.35 -0.58 -0.174
C 0.368509 -3.459772 -0.592956 -0.86 -0.01 -0.17 -0.352
H -1.737791 -5.944672 -2.903456 -0.02 -0.05 0.12 0.047
H -1.038691 -4.442672 -3.536456 0.00 0.01 0.11 0.031
H -2.783991 -4.550472 -3.185456 -0.07 0.00 0.10 0.031
H 0.820809 -5.613772 -0.404856 0.19 -0.18 0.07 0.066
H 1.884609 -4.566572 0.517844 -0.06 -0.03 0.03 0.089
H 2.065109 -4.683272 -1.229156 -0.08 -0.06 -0.05 0.088
H -2.494691 -5.867672 0.680544 0.03 -0.06 -0.12 0.047
H -3.581491 -4.503972 0.402544 -0.04 -0.02 -0.12 0.029
H -2.162791 -4.309472 1.462944 0.05 0.02 -0.12 0.036
H 0.697109 -2.794672 -1.391156 -0.11 -0.02 -0.03 0.041
H 0.293109 -2.875772 0.324544 -0.12 0.00 -0.01 0.050
```
Positions in Å, forces in eV/Å.

***

No. 2
The following is a DFT calculation (ωB97M-V/def2-TZVPD) of the molecule C5H8O2 at a distorted geometry.

Highest occupied orbital energy (hartree): -0.34500
ΔE to the lowest compared entry with this formula, charge and spin (kcal per mole): 92.0
SMILES string: C1=CCOCOC1
Frontier orbital gap (eV): 10.42
LUMO level (eV): 1.03
Net charge: 0

Structure (XYZ):
```
15
Properties=species:S:1:pos:R:3:forces:R:3:nbo_charge:R:1
C 0.237036 0.160433 -1.797074 0.68 -0.29 3.39 -0.237
C -0.970260 0.303243 -1.285644 -0.20 -0.51 2.48 -0.169
C -1.385505 0.149902 0.263158 -1.42 0.67 -2.63 -0.107
O -0.630607 -0.726657 0.975014 -3.25 -2.87 0.74 -0.528
C 0.390544 -0.175670 1.567838 3.34 -0.35 0.63 0.240
O 0.966339 0.558844 0.585811 2.68 2.43 -2.52 -0.571
C 1.279672 -0.154695 -0.716677 3.25 7.04 0.42 -0.072
H 0.493420 0.217648 -2.805856 0.29 -0.09 -1.45 0.220
H -1.853861 0.269968 -1.839165 -1.12 0.64 -1.39 0.196
H -1.505318 1.144797 0.779193 -0.08 -0.90 -0.61 0.191
H -2.306478 -0.442185 0.196037 -0.49 0.95 -0.05 0.192
H 1.004925 -1.041541 1.798196 0.58 -0.15 0.88 0.137
H 0.281171 0.474426 2.468419 -0.49 -0.19 -0.61 0.155
H 1.368235 -1.067734 -0.431336 -0.14 -6.37 1.16 0.167
H 2.523145 0.087850 -0.841688 -3.63 -0.01 -0.44 0.186
```
Positions in Å, forces in eV/Å.